No. 1
Molecular formula: C12H12IrN6O6STe
Method: DFT, the ωB97M-V functional and the def2-TZVPD basis

Values from the calculation:
HOMO (spin up / spin down) = -14.6 / -15.3 eV
molecular weight = 688.15 Da
energy relative to the best compared isomer or geometry (same formula, charge and spin) = 4.3 kJ/mol
total charge = +2
<S²> = 0.768
multiplicity = 2
LUMO energy (spin up / spin down) = -7.8 / -8.8 eV
max |F| = 0.83 eV/Å

Atoms and positions in Å:
Ir: 0.019 -0.298 1.115
O: 4.008 0.741 -1.054
C: 3.018 0.530 -0.211
O: 2.954 -0.404 0.556
C: 2.022 1.643 -0.234
C: 2.326 2.863 -0.805
C: 1.413 3.907 -0.723
C: 0.232 3.723 -0.034
C: -0.018 2.476 0.515
N: 0.836 1.446 0.384
C: -1.242 2.212 1.362
O: -2.040 3.071 1.593
O: -1.308 0.972 1.833
H: 4.678 0.043 -0.970
H: 3.275 2.990 -1.303
H: 1.640 4.862 -1.175
H: -0.497 4.508 0.103
N: -1.076 -1.978 1.818
N: -0.746 -3.149 1.103
C: -0.051 -3.060 -0.059
N: 0.097 -4.155 -0.770
N: 0.431 -1.833 -0.335
N: 1.132 -1.627 -1.538
O: 1.577 -2.579 -2.137
O: 1.213 -0.471 -1.864
H: -0.905 -2.160 2.808
H: -2.074 -1.768 1.714
H: -1.246 -3.994 1.336
H: -0.337 -5.024 -0.501
H: 0.720 -4.137 -1.568
Te: 1.364 0.077 3.199
C: 0.002 0.170 4.704
C: 0.387 0.118 6.044
C: -0.702 0.164 6.918
C: -1.901 0.241 6.247
S: -1.717 0.302 4.559
H: 1.418 0.051 6.364
H: -0.622 0.144 7.994
H: -2.888 0.305 6.681

---

No. 2
Molecular formula: C2H3O
Method: DFT, the ωB97M-V functional and the def2-TZVPD basis

Values from the calculation:
HOMO (spin up / spin down) = -7.8 / -13.1 eV
molecular weight = 43.05 Da
energy relative to the best compared isomer or geometry (same formula, charge and spin) = 0.0 kJ/mol
<S²> = 0.753
multiplicity = 2
LUMO energy (spin up / spin down) = 1.2 / -0.1 eV
max |F| = 1.98 eV/Å

Atoms and positions in Å:
O: 0.425 -0.782 -1.739
C: 0.955 -1.105 -2.730
C: 1.415 -2.668 -3.322
H: 1.108 -3.420 -2.585
H: 2.502 -2.626 -3.466
H: 0.912 -2.785 -4.289

---

No. 3
Molecular formula: C26H41ClN4O4PSSn
Method: DFT, the ωB97M-V functional and the def2-TZVPD basis

Values from the calculation:
HOMO = -17.4 eV
molecular weight = 690.84 Da
energy relative to the best compared isomer or geometry (same formula, charge and spin) = 0.0 kJ/mol
total charge = +3
LUMO energy = -10.6 eV
max |F| = 1.18 eV/Å

Atoms and positions in Å:
Sn: 0.020 -0.406 -0.292
C: 1.282 1.260 2.115
C: 0.200 2.040 1.397
N: -0.935 1.161 1.033
C: -1.837 0.726 2.122
C: -1.331 -0.442 2.972
S: -0.802 -1.841 1.942
C: 0.886 -2.217 2.454
C: 1.952 -1.114 2.323
N: 1.627 -0.002 1.387
H: 0.980 1.014 3.128
H: 2.166 1.894 2.200
H: 0.599 2.449 0.466
H: -0.129 2.882 2.010
H: -1.498 1.704 0.378
H: -2.780 0.434 1.659
H: -2.044 1.566 2.788
H: -2.166 -0.799 3.575
H: -0.524 -0.185 3.652
H: 1.153 -3.068 1.824
H: 0.836 -2.588 3.477
H: 2.860 -1.597 1.967
H: 2.179 -0.703 3.305
H: 2.457 0.177 0.829
O: 2.253 2.691 -4.975
C: 3.181 1.868 -4.528
O: 4.240 1.722 -5.056
C: 2.879 1.057 -3.277
C: 3.814 0.203 -2.674
Cl: 5.387 -0.118 -3.145
N: 3.216 -0.418 -1.624
N: 1.931 -0.002 -1.522
C: 1.739 0.897 -2.497
C: 0.361 1.465 -2.596
O: -0.015 2.124 -3.527
O: -0.411 1.141 -1.569
C: 3.735 -1.448 -0.765
C: 2.915 -2.525 -0.457
C: 3.406 -3.572 0.308
C: 4.708 -3.528 0.790
C: 5.513 -2.433 0.500
C: 5.035 -1.388 -0.279
H: 1.393 2.615 -4.522
H: 1.918 -2.574 -0.874
H: 2.789 -4.442 0.500
H: 5.096 -4.347 1.380
H: 6.528 -2.393 0.870
H: 5.672 -0.542 -0.489
C: -3.591 -1.538 -3.581
C: -2.563 -0.751 -2.741
C: -3.283 0.056 -1.656
P: -1.303 -1.921 -2.112
C: 0.026 -2.245 -3.338
C: -0.502 -2.266 -4.784
C: 0.842 -3.509 -3.035
C: -1.916 -3.399 -1.231
C: -2.323 -4.517 -2.207
C: -3.070 -3.049 -0.285
H: -4.224 -0.810 -4.091
H: -4.237 -2.144 -2.948
H: -3.142 -2.168 -4.346
H: -1.986 -0.076 -3.380
H: -3.966 -0.565 -1.081
H: -3.874 0.830 -2.146
H: -2.592 0.566 -0.988
H: 0.656 -1.355 -3.234
H: -1.168 -3.111 -4.955
H: 0.356 -2.380 -5.447
H: -1.006 -1.343 -5.065
H: 0.420 -4.366 -3.557
H: 0.897 -3.767 -1.979
H: 1.860 -3.381 -3.401
H: -1.049 -3.728 -0.647
H: -3.149 -4.214 -2.848
H: -2.661 -5.368 -1.614
H: -1.499 -4.862 -2.827
H: -3.991 -2.872 -0.838
H: -2.863 -2.180 0.338
H: -3.248 -3.897 0.377

---

No. 4
Molecular formula: C29H43F6N3O28S2
Method: DFT, the ωB97M-V functional and the def2-TZVPD basis

Values from the calculation:
HOMO = -10.6 eV
molecular weight = 1059.78 Da
energy relative to the best compared isomer or geometry (same formula, charge and spin) = 0.0 kJ/mol
LUMO energy = -0.5 eV
max |F| = 1.78 eV/Å
SMILES = O=C1OC[C@@H](F)O1.O=C1OC[C@@H](F)O1.O=C1OC[C@@H](F)O1.O=C1OC[C@@H](F)O1.O=C1OC[C@@H](F)O1.O=C1OC[C@@H](F)O1.C[N+](=O)[O-].C[N+](=O)[O-].C[N+](=O)[O-].O=S1(=O)CCCC1.O=S1(=O)CCCC1

Atoms and positions in Å:
C: 14.543 -9.960 18.437
N: 14.635 -11.390 18.820
O: 15.364 -11.678 19.741
O: 13.941 -12.188 18.214
H: 13.886 -9.506 19.180
H: 14.040 -9.896 17.477
H: 15.541 -9.543 18.461
C: 10.133 -15.135 12.420
N: 11.188 -14.401 11.676
O: 11.989 -15.064 11.054
O: 11.144 -13.188 11.685
H: 10.432 -16.147 12.655
H: 9.295 -15.159 11.720
H: 9.829 -14.531 13.268
C: 14.541 -16.787 14.102
N: 13.061 -16.990 14.085
O: 12.663 -17.979 13.511
O: 12.339 -16.129 14.562
H: 14.917 -17.493 14.842
H: 14.803 -15.764 14.342
H: 14.892 -17.093 13.123
C: 5.236 -15.032 20.162
C: 6.417 -14.799 19.206
C: 6.286 -13.405 18.612
S: 5.536 -12.382 19.888
O: 4.414 -11.660 19.354
O: 6.608 -11.677 20.556
C: 5.012 -13.730 20.934
H: 5.439 -15.803 20.905
H: 4.363 -15.362 19.599
H: 6.474 -15.536 18.407
H: 7.347 -14.864 19.775
H: 5.654 -13.358 17.723
H: 7.240 -12.973 18.314
H: 3.975 -13.572 21.221
H: 5.662 -13.665 21.804
C: 10.005 -6.893 16.433
C: 11.151 -7.812 16.010
C: 12.436 -6.998 16.161
S: 12.019 -5.336 15.590
O: 12.450 -5.193 14.227
O: 12.385 -4.358 16.587
C: 10.228 -5.568 15.694
H: 9.935 -6.766 17.513
H: 9.035 -7.264 16.095
H: 10.969 -8.146 14.985
H: 11.282 -8.729 16.590
H: 13.261 -7.302 15.522
H: 12.688 -6.926 17.217
H: 9.927 -5.685 14.651
H: 9.767 -4.708 16.166
C: 17.494 -11.279 15.873
C: 17.499 -11.172 14.365
O: 16.640 -12.241 13.996
C: 15.774 -12.452 15.020
O: 14.861 -13.212 14.990
O: 16.124 -11.700 16.084
F: 18.722 -11.369 13.837
H: 17.662 -10.358 16.418
H: 18.135 -12.093 16.214
H: 17.067 -10.246 13.982
C: 9.518 -11.270 20.222
C: 10.782 -10.644 19.656
O: 11.748 -10.928 20.631
C: 11.100 -11.143 21.817
O: 11.647 -11.251 22.861
O: 9.771 -11.102 21.621
F: 10.722 -9.271 19.570
H: 9.415 -12.331 19.994
H: 8.626 -10.739 19.911
H: 11.132 -11.003 18.693
C: 8.555 -17.495 16.342
C: 9.994 -17.992 16.254
O: 9.862 -19.175 15.506
C: 8.583 -19.636 15.634
O: 8.197 -20.674 15.233
O: 7.818 -18.711 16.267
F: 10.383 -18.276 17.535
H: 8.299 -16.680 15.661
H: 8.401 -17.074 17.337
H: 10.696 -17.339 15.744
C: 11.777 -13.044 16.022
C: 10.718 -11.972 16.190
O: 9.775 -12.553 17.085
C: 10.210 -13.779 17.467
O: 9.643 -14.549 18.175
O: 11.470 -13.993 17.032
F: 10.113 -11.767 14.994
H: 12.792 -12.668 16.120
H: 11.691 -13.499 15.033
H: 11.084 -11.048 16.630
C: 14.478 -15.271 17.551
C: 13.409 -16.127 18.220
O: 14.148 -16.853 19.154
C: 15.438 -16.962 18.707
O: 16.244 -17.690 19.179
O: 15.643 -16.119 17.684
F: 12.848 -17.013 17.328
H: 14.673 -14.477 18.271
H: 14.263 -14.957 16.541
H: 12.601 -15.561 18.669
C: 12.076 -10.388 12.070
C: 12.394 -8.896 12.025
O: 13.430 -8.796 12.952
C: 13.251 -9.785 13.899
O: 13.777 -9.781 14.964
O: 12.314 -10.624 13.462
F: 11.298 -8.173 12.424
H: 12.771 -10.987 11.488
H: 11.041 -10.595 11.829
H: 12.674 -8.494 11.056

---

No. 5
Molecular formula: C37H39ClN3OOsTe
Method: DFT, the ωB97M-V functional and the def2-TZVPD basis

Values from the calculation:
HOMO (spin up / spin down) = -10.0 / -10.0 eV
molecular weight = 895.02 Da
energy relative to the best compared isomer or geometry (same formula, charge and spin) = 19.7 kJ/mol
total charge = +1
LUMO energy (spin up / spin down) = -4.0 / -4.0 eV
max |F| = 1.13 eV/Å

Atoms and positions in Å:
Os: 0.950 -0.325 0.075
Cl: 6.091 0.205 5.124
C: 4.665 0.146 4.150
C: 3.411 0.335 4.756
C: 2.268 0.290 4.003
C: 2.316 0.055 2.615
O: 1.164 -0.011 1.983
C: 3.586 -0.117 2.001
C: 3.801 -0.315 0.608
N: 2.891 -0.253 -0.324
C: 3.255 -0.291 -1.703
C: 4.503 -0.049 -2.213
C: 4.726 -0.150 -3.601
C: 3.714 -0.473 -4.459
C: 2.409 -0.686 -3.964
C: 1.299 -1.010 -4.779
C: 0.076 -1.189 -4.203
C: -0.064 -1.019 -2.815
N: 0.943 -0.700 -2.036
C: 2.184 -0.564 -2.583
C: 4.750 -0.077 2.810
H: 3.361 0.514 5.822
H: 1.296 0.427 4.455
H: 4.824 -0.486 0.291
H: 5.328 0.234 -1.574
H: 5.721 0.038 -3.982
H: 3.896 -0.554 -5.523
H: 1.436 -1.116 -5.848
H: -0.795 -1.446 -4.790
H: -1.026 -1.146 -2.337
H: 5.720 -0.212 2.347
C: -3.249 1.116 2.111
C: -2.944 0.013 1.137
C: -3.923 -0.549 0.343
C: -3.648 -1.624 -0.517
C: -4.741 -2.217 -1.365
C: -2.368 -2.141 -0.567
C: -1.352 -1.610 0.250
C: -1.652 -0.528 1.086
N: -0.006 -1.995 0.186
C: 0.560 -3.378 0.202
C: 1.431 -3.628 -1.028
C: -0.509 -4.467 0.292
C: 1.434 -3.459 1.459
H: -4.102 1.708 1.785
H: -2.395 1.782 2.234
H: -3.491 0.691 3.089
H: -4.936 -0.161 0.391
H: -5.561 -1.514 -1.502
H: -5.148 -3.113 -0.893
H: -4.368 -2.507 -2.349
H: -2.137 -2.910 -1.292
H: -0.920 -0.158 1.796
H: 0.869 -3.486 -1.952
H: 1.790 -4.658 -1.006
H: 2.304 -2.972 -1.042
H: -1.047 -4.610 -0.643
H: -1.225 -4.268 1.090
H: -0.008 -5.409 0.519
H: 2.257 -2.741 1.400
H: 1.863 -4.457 1.564
H: 0.847 -3.234 2.352
C: -4.541 5.035 0.869
C: -3.257 4.302 0.591
C: -3.165 3.376 -0.437
C: -1.980 2.707 -0.723
C: -1.948 1.726 -1.866
C: -0.849 2.980 0.054
Te: 1.056 2.220 -0.477
C: -0.913 3.902 1.107
C: 0.276 4.215 1.979
C: -2.121 4.545 1.356
H: -5.376 4.593 0.327
H: -4.462 6.080 0.565
H: -4.778 5.024 1.934
H: -4.042 3.161 -1.040
H: -2.947 1.580 -2.279
H: -1.581 0.760 -1.520
H: -1.285 2.069 -2.664
H: 0.679 3.311 2.440
H: -0.003 4.909 2.771
H: 1.087 4.672 1.409
H: -2.174 5.258 2.173

---

| no. | calculated total energy (Ha) |
| --- | --- |
| 1 | -2014.365654 |
| 2 | -153.168790 |
| 3 | -2948.437150 |
| 4 | -4797.213548 |
| 5 | -2491.555734 |